(P)
DFT (wB97M-V/def2-TZVPD) results for 3 unconnected molecules or ions with the total composition C3H9N2O2S.

Structure (XYZ):
```
17
Properties=species:S:1:pos:R:3:mulliken_charge:R:1
C 0.53548 -2.12759 -0.39321 -0.266
C -0.27499 -0.70996 -0.92134 -0.614
S -0.42272 -0.66243 -2.61003 -0.203
N 0.54722 -2.12318 0.93498 -0.597
C -0.15170 2.71778 -0.46733 0.052
N 0.05394 2.15045 0.67895 -0.571
O 0.25040 3.81586 -0.88228 -0.720
H 1.52336 -2.08652 -0.80363 0.336
H -0.11019 -2.90863 -0.75168 0.318
H 0.23868 0.17637 -0.52259 0.230
H -1.24747 -0.81819 -0.45149 0.440
H 1.48459 -1.81350 1.20652 0.254
H 0.63424 2.79285 1.23907 0.086
H -0.83170 2.13482 -1.11446 0.238
H -0.70488 0.60556 1.50279 0.438
H -0.43136 -0.90120 1.54145 0.369
O -1.09289 -0.24248 1.81428 -0.790
```

The charge is -1. The HOMO-LUMO gap comes out at 4.4 eV. Its LUMO energy is 0.27 eV.

---

(Q)
DFT (wB97M-V/def2-TZVPD) results for 3 unconnected molecules or ions with the total composition C3H9N2O2S.

Structure (XYZ):
```
17
Properties=species:S:1:pos:R:3:mulliken_charge:R:1
C -0.37412 1.45914 1.74033 -0.490
C 0.39162 0.82814 0.48439 -0.042
S 0.63083 1.98766 -0.79360 -0.342
N -0.55911 0.49332 2.70793 -0.443
C -0.02422 -2.20459 -0.01628 0.126
N 1.23860 -2.07583 0.41241 -0.732
O -0.43029 -2.40811 -1.18141 -0.729
H 0.23661 2.32050 2.04795 0.398
H -1.36193 1.66430 1.30381 0.265
H 1.30351 0.32235 0.83280 0.423
H -0.19738 -0.04049 0.19025 -0.366
H -0.43868 0.90542 3.63581 0.217
H 1.71135 -1.56746 -0.34079 0.231
H -0.79290 -2.07560 0.76518 0.470
H -0.76693 0.63706 -1.99565 0.249
H -1.08459 -0.81146 -1.76665 0.400
O -1.42941 -0.03052 -2.25174 -0.633
```

The charge is -1. The HOMO-LUMO gap comes out at 4.3 eV. Its LUMO energy is 0.02 eV.

---

(R)
DFT (wB97M-V/def2-TZVPD) results for 2 unconnected molecules or ions with the total composition C3H9N2O2S.

Structure (XYZ):
```
17
Properties=species:S:1:pos:R:3:mulliken_charge:R:1
C 0.30673 -0.06503 0.40638 -0.385
C 0.06207 -1.13848 1.42225 -0.640
S -1.09587 -0.50551 2.71535 -0.668
N 1.08644 -0.53628 -0.78296 -0.267
C 1.30812 0.38101 -1.78042 0.500
N 2.05067 1.47012 -1.40288 -0.419
O 0.93406 0.23633 -2.94002 -0.657
H -0.65388 0.32485 0.07880 0.152
H 0.76582 0.84750 0.78884 0.209
H -0.32557 -2.02540 0.90106 0.220
H 0.93953 -1.42838 1.98174 0.261
H 0.68379 -1.35759 -1.21000 0.266
H 2.30834 1.53552 -0.42883 0.289
H 1.83896 2.33059 -1.87559 0.218
H -3.32566 -0.11201 1.49673 0.273
H -3.18571 -0.20031 -0.02525 0.283
O -3.69783 0.24308 0.65480 -0.636
```

The charge is -1. The HOMO-LUMO gap comes out at 6.5 eV. Its LUMO energy is 3.45 eV.

---

Most stable = (R)

---

(P)
DFT (wB97M-V/def2-TZVPD) results for 2 unconnected molecules or ions with the total composition C6H13BO.

Structure (XYZ):
```
21
Properties=species:S:1:pos:R:3:mulliken_charge:R:1
B -1.32428 0.06715 0.63190 0.371
C 1.50440 0.33598 -0.14031 -0.321
C 1.93176 -0.86641 0.21207 0.262
C -1.79482 1.33325 1.41840 -1.106
C -1.85588 -0.10989 -0.80971 -0.869
C 1.83155 0.89844 -1.49045 -1.094
C 1.95401 -2.15608 0.38348 -0.961
O -0.57660 -0.80013 1.40508 -0.615
H 1.01799 0.89773 0.54036 0.704
H -1.26096 1.59775 2.37354 0.284
H -2.74066 1.07897 1.74875 0.423
H -1.72251 2.32546 0.87277 0.314
H -2.87315 0.21774 -0.63143 0.305
H -1.87733 -1.15938 -1.30465 0.221
H -1.35384 0.51947 -1.47510 0.324
H 1.98464 1.98041 -1.46889 0.317
H 2.63942 0.32573 -2.05664 0.348
H 1.05646 0.83543 -2.14509 0.307
H -0.54585 -1.69326 1.11002 0.291
H 1.25019 -2.90708 -0.06319 0.277
H 2.75547 -2.72127 0.88908 0.219
```

As for the SMILES: C=C=CC.CB(C)O. The HOMO-LUMO gap comes out at 9.8 eV. Its LUMO energy is 0.59 eV.

---

(Q)
DFT (wB97M-V/def2-TZVPD) results for C6H13BO in the gas phase.

Structure (XYZ):
```
21
Properties=species:S:1:pos:R:3:mulliken_charge:R:1
B -1.50592 0.03503 0.91599 0.007
C -0.00297 0.24072 0.61193 0.571
C -1.97885 -1.37283 1.45040 -1.016
C -2.39377 1.29483 1.15135 -0.937
C 2.83059 0.12544 -2.07572 -1.372
C 0.58885 0.17756 -0.74004 -0.577
C 2.06238 -0.30574 -0.82027 -0.432
O 0.63186 0.41716 1.62541 -0.559
H -1.22454 -2.11265 1.19018 0.297
H -3.02813 -1.63400 1.20434 0.334
H -2.05781 -1.41128 2.52561 0.366
H -2.52422 2.03134 0.30249 0.300
H -2.05514 1.84036 1.97659 0.401
H -3.39747 0.86424 1.48632 0.207
H 3.37167 1.05909 -1.88906 0.308
H 2.18662 0.37453 -2.84250 0.407
H 3.53900 -0.56077 -2.48711 0.374
H 0.35124 1.12313 -1.30608 0.322
H -0.02991 -0.58352 -1.29941 0.287
H 2.63037 -0.28340 0.09006 0.474
H 2.00613 -1.31925 -1.07048 0.238
```

As for the SMILES: CCCC(=O)B(C)C. The HOMO-LUMO gap comes out at 9.6 eV. Its LUMO energy is 0.53 eV.

---

Most stable = (Q)